DFT (wB97M-V/def2-TZVPD) results for a cluster of 2 separate species, CHOS in total.

energy relative to the best compared isomer or geometry (same formula, charge and spin): 257.5 kJ/mol
gap between HOMO and LUMO: 5.04 eV
net charge: -1
lowest unoccupied orbital energy: 3.58 eV

Each line ends with the Löwdin charge.
Positions of all 4 atoms, in Å:
1 C -0.409 -0.242 -0.094  -1.27
2 O -0.188 -1.370 0.018  -0.05
3 S -1.182 1.034 -0.017  0.55
4 H 1.779 0.577 0.093  -0.23


DFT (wB97M-V/def2-TZVPD) results for a cluster of 2 separate species, C6H13NO in total.

energy relative to the best compared isomer or geometry (same formula, charge and spin): 378.1 kJ/mol
structure (SMILES): C=C(/C=C/C)NC.O
gap between HOMO and LUMO: 8.11 eV
lowest unoccupied orbital energy: 0.76 eV

Each line ends with the Löwdin charge.
Positions of all 21 atoms, in Å:
1 C -0.250 -1.634 2.517  -0.03
2 N -0.247 -1.075 1.078  -0.02
3 C -1.109 -0.131 0.641  -0.39
4 C -2.323 0.137 1.176  0.06
5 C 0.383 0.873 -2.711  -0.12
6 C 0.278 0.318 -1.357  -0.17
7 C -0.786 0.623 -0.579  -0.04
8 H -0.761 -2.584 2.646  0.07
9 H -0.629 -0.726 3.075  0.09
10 H 0.820 -1.600 2.793  0.07
11 H 0.439 -1.297 0.443  0.06
12 H -2.850 0.741 0.676  -0.04
13 H -2.882 -0.111 1.976  0.02
14 H 0.657 1.896 -2.638  0.07
15 H 0.969 0.308 -3.462  0.09
16 H -0.474 0.812 -3.269  0.04
17 H 1.188 -0.247 -0.962  0.10
18 H -1.601 1.305 -0.908  0.13
19 H 3.867 0.822 -0.579  0.05
20 H 2.592 1.030 -1.378  0.02
21 O 2.905 0.757 -0.510  -0.06


DFT (wB97M-V/def2-TZVPD) results for a structure of composition C20H30F3O11V.

gap between HOMO and LUMO (spin up / spin down): 7.19 / 8.07 eV
net charge: -1
2S+1: 2
lowest unoccupied orbital energy (spin up / spin down): 2.12 / 2.12 eV

Each line ends with the Löwdin charge.
Positions of all 65 atoms, in Å:
1 O 0.865 -0.688 0.964  -0.35
2 V 1.634 -0.612 -0.423  0.99
3 F 3.407 -1.398 0.399  -0.54
4 F 1.952 1.449 -0.367  -0.52
5 F 1.314 -2.678 -0.887  -0.55
6 O -1.378 4.164 0.976  0.12
7 C -1.131 3.519 1.953  -0.46
8 O -1.755 3.878 3.132  0.00
9 C -1.296 3.054 4.193  -0.18
10 C -0.814 1.767 3.525  -0.14
11 C -0.362 2.250 2.150  -0.07
12 H -2.100 2.841 4.895  0.12
13 H -0.457 3.485 4.747  0.12
14 H -1.575 0.987 3.452  0.10
15 H 0.012 1.246 4.014  0.11
16 H -0.539 1.552 1.333  0.12
17 H 0.696 2.515 2.074  0.12
18 O -0.195 -0.108 -1.558  0.08
19 C -0.974 -0.588 -2.318  -0.46
20 O -1.468 0.114 -3.341  0.05
21 C -2.368 -0.687 -4.135  -0.14
22 C -2.754 -1.850 -3.232  -0.15
23 C -1.584 -1.967 -2.265  -0.05
24 H -1.861 -1.073 -5.023  0.11
25 H -3.152 -0.010 -4.464  0.12
26 H -2.835 -2.720 -3.887  0.11
27 H -3.685 -1.689 -2.687  0.11
28 H -0.849 -2.677 -2.649  0.13
29 H -1.840 -2.249 -1.249  0.11
30 O 5.547 2.787 4.685  0.07
31 C 4.861 2.236 3.857  -0.50
32 O 5.251 2.070 2.581  0.03
33 C 4.156 1.545 1.813  -0.15
34 C 3.167 0.920 2.795  -0.15
35 C 3.493 1.624 4.116  -0.08
36 H 4.454 0.824 1.054  0.11
37 H 3.652 2.364 1.291  0.11
38 H 3.369 -0.147 2.898  0.12
39 H 2.147 1.065 2.457  0.07
40 H 3.596 0.994 4.995  0.12
41 H 2.812 2.455 4.314  0.12
42 O -1.907 -1.487 1.194  0.15
43 C -3.012 -1.511 1.642  -0.49
44 O -3.258 -1.270 2.939  0.02
45 C -4.610 -1.698 3.275  -0.15
46 C -5.072 -2.488 2.065  -0.17
47 C -4.314 -1.838 0.921  -0.07
48 H -5.136 -0.742 3.367  0.12
49 H -4.697 -2.226 4.221  0.12
50 H -6.157 -2.346 2.057  0.11
51 H -4.796 -3.537 2.171  0.12
52 H -4.805 -0.927 0.574  0.13
53 H -4.187 -2.497 0.067  0.11
54 O 2.674 -0.566 -2.457  0.08
55 C 2.524 -0.606 -3.646  -0.45
56 O 1.381 -1.079 -4.151  0.05
57 C 1.421 -1.050 -5.590  -0.14
58 C 2.893 -0.812 -5.953  -0.14
59 C 3.494 -0.198 -4.689  -0.05
60 H 0.774 -0.240 -5.937  0.12
61 H 1.044 -1.976 -6.019  0.12
62 H 3.006 -0.122 -6.790  0.11
63 H 3.336 -1.758 -6.260  0.11
64 H 3.470 0.895 -4.686  0.14
65 H 4.521 -0.483 -4.489  0.13


| no. | calculated total energy (eV) | M (g mol⁻¹) | F_max (Eh/bohr) |
| --- | --- | --- | --- |
| 1 | -13934.241 | 61.1 | 0.1105 |
| 2 | -9967.255 | 115.2 | 0.1454 |
| 3 | -77594.618 | 554.4 | 0.0864 |